Record 1
Entry from the Open Molecules 2025 dataset: a molecular structure, C35H37BrP2Pb (the ωB97M-V functional and the def2-TZVPD basis).

Summary:
ΔE to the lowest compared entry with this formula, charge and spin: 268.3 kJ/mol
Net charge: +2
M: 806.73 g/mol
Electronic energy: -130739.3850 eV

Geometry as XYZ:
```
76
C35H37BrP2Pb, DFT the ωB97M-V functional and the def2-TZVPD basis
C 0.9465 0.6909 -6.8777
H 7.1037 -1.8776 -0.8858
C -1.0578 -4.1914 -3.1993
C -4.7347 1.0596 -2.1482
H -3.0946 1.3302 -0.7831
H 2.9414 -1.7128 0.1868
H -5.3256 0.5210 -1.3954
C 1.4633 -1.5285 -5.6249
C 4.3784 -1.1599 -2.8506
C 0.6515 1.6742 -3.4105
C 1.1030 -5.1556 -3.1111
C 0.7086 4.1171 -1.1334
C -0.5221 3.8664 -1.7891
H -0.9932 -2.1702 -3.9719
C -1.2027 6.1550 -1.2819
H 5.2771 -2.1418 0.7885
H 1.0227 2.4483 -4.1289
H 2.4549 -0.7398 -7.3572
H 1.9714 5.5564 -0.1543
H 1.4992 1.6328 -7.0631
C -3.1519 2.3658 -4.0643
C 0.2838 -2.0689 -5.9213
Pb -1.6146 -0.7584 -1.9858
C -4.4040 1.8612 -4.4121
H -0.9994 -2.6118 -7.4863
H -2.4947 4.6731 -2.1680
C 3.3400 -1.2806 -1.9083
C -1.5006 4.8919 -1.7855
C -5.2264 1.2900 -3.4422
C -0.7605 0.1799 0.0922
H -1.9667 6.9399 -1.2693
C 6.0596 -1.7301 -1.1800
P -0.7696 2.2387 -2.4815
C -2.5890 2.0751 -2.8062
H 0.3501 7.4225 -0.4814
P 1.5642 -0.9503 -2.3210
H -2.1281 -4.2715 -3.0927
H -2.5701 2.9231 -4.7955
C -1.6318 -0.6462 -6.9074
H -2.0954 0.5920 -5.1048
C -3.4436 1.4771 -1.8185
C 5.7041 -1.3994 -2.4896
C 1.6745 -3.8909 -2.8967
H 2.8303 0.1092 -5.9051
H 0.0813 -1.3472 -7.9475
H -2.6235 -1.1206 -6.7711
H -1.7092 -0.1051 -7.8744
C 0.9067 -2.7152 -2.9463
C -1.3196 0.3469 -5.8290
H 4.1643 -0.8541 -3.8704
H 2.7550 -3.8311 -2.7192
H -0.0025 -3.0410 -5.5043
C 3.7041 -1.6396 -0.5898
C 5.0279 -1.8723 -0.2356
H -6.2523 1.0020 -3.6788
Br -3.3751 -1.9635 -0.1668
C 1.9879 -0.3816 -6.4136
C -0.5299 -1.6951 -7.1041
C -0.2642 -5.3282 -3.2281
H -4.7327 1.8858 -5.4488
H -0.1757 2.1241 -5.6390
H -1.3920 -0.2245 0.9011
C -0.4504 -2.9237 -3.3311
C 1.0159 5.3789 -0.6443
H 1.4179 3.2966 -1.0049
H 0.2547 -0.2522 0.1062
C 0.0775 6.4138 -0.7743
H 2.2073 -2.0337 -4.9952
C -0.2024 1.0645 -5.9802
H -0.7048 -6.3278 -3.3311
H 0.5962 0.3878 -7.8789
C 1.4481 0.5068 -3.3787
H 1.7528 -6.0186 -3.1607
H 6.4980 -1.3058 -3.2309
H 2.3310 0.5598 -4.0377
H -0.7570 1.2798 0.1122
```

---

Record 2
Entry from the Open Molecules 2025 dataset: a single C10H21N5O4 molecule (the ωB97M-V functional and the def2-TZVPD basis).

Summary:
ΔE to the lowest compared entry with this formula, charge and spin: 107.4 kJ/mol
Net charge: 0
M: 275.31 g/mol
SMILES: [H]/N=C(/N)NCCC[C@H](N)C(=O)N[C@H](C(=O)O)[C@@H](C)O
Electronic energy: -26352.1370 eV

Geometry as XYZ:
```
40
C10H21N5O4, DFT the ωB97M-V functional and the def2-TZVPD basis
H -3.6945 0.3684 -1.6911
C 0.8307 -1.3302 -0.0423
N 4.2859 -0.0227 0.8975
H 5.0332 -0.6526 1.2936
C 2.3234 -1.4797 0.1651
O -1.6270 -1.5034 -1.7874
H 2.8657 -0.8451 2.1273
H -3.9822 0.3483 2.1189
N 0.9498 0.8866 -1.0317
C -3.4476 -0.5171 1.7263
C 4.6219 0.9981 0.0449
C 2.8910 -0.4044 1.1108
C -3.7456 -0.7074 0.2040
H -5.5143 -1.5647 0.4638
O -5.0467 1.9282 0.0637
H -2.4240 -0.3491 1.9969
N 5.9873 1.0866 -0.2334
H 0.3404 -0.9303 0.8451
H -1.3014 1.3551 -0.4988
H 2.3040 0.5230 1.0790
O -2.9254 2.7003 0.3355
H 1.9941 0.8538 -1.1778
O -5.1502 -0.7696 0.0747
H 2.8928 1.9690 0.0144
H 6.1060 1.6123 -1.0521
H 0.3955 -2.3185 -0.1780
C -3.7093 1.8213 -0.0570
H 0.7929 -0.8610 -2.1392
H 0.5610 1.5155 -1.7256
H 6.5236 0.2463 -0.2417
H 2.4992 -2.4688 0.5761
H -3.8269 -1.3998 2.2641
C 0.3982 -0.4339 -1.2277
N -1.8167 0.5189 -0.7677
C -3.2373 0.4644 -0.6670
H 2.8569 -1.4506 -0.7565
H -5.4378 1.0333 -0.1299
N 3.8290 1.8784 -0.4447
C -1.0933 -0.4633 -1.3758
H -3.3022 -1.6355 -0.1764
```

---

Record 3
Entry from the Open Molecules 2025 dataset: 2 unconnected molecules or ions with the total composition C4H11N3O2 (the ωB97M-V functional and the def2-TZVPD basis).

Summary:
ΔE to the lowest compared entry with this formula, charge and spin: 134.7 kJ/mol
Net charge: 0
M: 133.15 g/mol
SMILES: CN=C(N)N.CC(=O)O
Electronic energy: -12891.4335 eV

Geometry as XYZ:
```
20
C4H11N3O2, DFT the ωB97M-V functional and the def2-TZVPD basis
H 0.9210 2.1947 -2.4147
H 1.3575 -0.3579 0.4690
H 0.8841 -2.0592 3.8090
H -0.6660 0.1130 0.6128
H 2.2408 -1.2344 3.5259
C 0.6762 -0.8745 2.2678
H -0.3136 -1.0887 -2.3320
H 2.1558 0.5755 1.7041
C 0.1832 -0.1636 -2.6003
H -2.1659 -0.3313 1.3901
O -0.0202 2.2646 -2.4927
H 0.5196 -0.2821 -3.6345
C -1.2560 -0.7382 0.9505
N -0.4301 -1.3976 1.9729
H -1.6014 -1.4291 0.1925
H 1.1126 -0.1482 -2.0211
O -1.8386 0.9919 -2.3264
C -0.6579 1.0882 -2.4671
N 1.5131 -0.1401 1.4334
N 1.2393 -1.1477 3.5320
```

---

Record 4
Entry from the Open Molecules 2025 dataset: a molecular structure, C9H6N2O4Ti (the ωB97M-V functional and the def2-TZVPD basis).

Summary:
ΔE to the lowest compared entry with this formula, charge and spin: 15.2 kJ/mol
Net charge: +2
⟨S²⟩: 2.0091
M: 254.02 g/mol
Multiplicity: 3
Electronic energy: -43697.2507 eV

Geometry as XYZ:
```
22
C9H6N2O4Ti, DFT the ωB97M-V functional and the def2-TZVPD basis
C -0.9561 -0.1183 2.1058
H -1.9913 -0.9570 0.4123
H -1.7472 -0.3390 2.8388
C -1.1005 -0.4465 0.7606
N 0.4636 0.7567 3.8621
C -1.5849 -2.4019 -1.7740
Ti 0.0599 -1.3279 -1.8964
C 1.2814 0.7227 1.5810
C -1.2068 3.4351 -2.7402
N -0.0845 -0.2765 -0.1542
C 1.8835 -2.0822 -2.2126
O -1.3831 4.5550 -2.8015
C 0.2711 0.4586 2.5491
H 2.2347 1.1615 1.9098
C 1.0671 0.3552 0.2582
O -2.6561 -2.8812 -1.6718
H 1.3441 1.1684 4.1867
O -0.3074 -0.1272 -4.9888
H 1.8485 0.4521 -0.4847
H -0.2505 0.5629 4.5613
C -0.2013 -0.3351 -3.8411
O 3.0160 -2.3355 -2.4605
```

---

Record 5
Entry from the Open Molecules 2025 dataset: 7 unconnected molecules or ions with the total composition C39H40BClF6OP (the ωB97M-V functional and the def2-TZVPD basis).

Summary:
ΔE to the lowest compared entry with this formula, charge and spin: 17.0 kJ/mol
Net charge: -1
M: 715.97 g/mol
Electronic energy: -81933.7449 eV

Geometry as XYZ:
```
89
C39H40BClF6OP, DFT the ωB97M-V functional and the def2-TZVPD basis
P 0.6043 0.5039 6.1647
C 0.0130 -2.1170 0.1342
C -0.7437 1.3253 -6.6551
B 2.2765 0.4925 7.1633
H 4.8567 -0.8084 6.1272
C 1.2058 -2.7482 -2.3012
C -0.2950 2.1286 -4.4331
F -2.0143 -2.4352 3.5203
H -3.8424 -5.1891 1.7006
C -4.7394 4.1439 -10.3287
C 1.9611 -2.7284 -1.1372
C 0.2968 -0.0916 -5.0519
C -6.0727 -3.5759 3.6693
H -4.0318 2.1585 2.2183
C -7.2286 -4.0531 3.0859
H -0.3324 2.9194 -3.6965
H -5.0769 3.2889 -12.2665
C -3.6830 2.7070 -8.7144
C -0.1907 0.0960 -6.3289
H -5.9378 -6.0138 0.6780
H 2.5137 -0.6895 7.3969
C -4.1246 1.9006 -10.9465
F -8.4232 -3.6522 3.5722
F 0.8300 -1.2845 -4.7192
H -8.1329 -5.2812 1.5915
H 8.8399 3.8983 0.2656
H -4.0656 1.0972 -11.6684
H 0.6425 0.7094 -3.1028
H 2.0875 1.1104 8.1898
H 3.0183 -2.9549 -1.1753
C 7.7493 3.2986 2.0139
H 6.2882 0.1321 5.7392
C -5.9752 -5.3340 1.5189
H -1.1346 1.4879 -7.6502
C 7.4232 2.2601 2.8738
H 3.4730 0.6642 5.2493
C 8.5941 3.0824 0.9327
C -3.6167 1.1972 2.4915
F -3.0940 0.5211 -9.3464
H -2.1522 -0.3900 5.1070
H -6.1340 -2.8863 4.5007
H 6.7608 2.4199 3.7167
C 5.5470 -0.0625 6.5017
H 4.7367 1.4184 7.8826
C 7.9638 1.0128 2.6309
H 7.3388 4.2835 2.1913
O -0.2333 1.7609 6.2479
C -3.0576 -1.0688 1.9119
H 0.9802 0.3420 4.7935
H -3.2936 2.5198 -7.7224
C -4.8490 -3.9940 3.1676
H -3.0247 -1.8868 1.2070
H -3.9343 -3.6363 3.6138
C 8.8090 0.7731 1.5651
C 1.3651 -2.4124 0.0774
H 9.7770 1.6450 -0.1338
C -7.2039 -4.9279 2.0190
H -3.0944 1.8101 4.4861
H 1.6740 -2.9858 -3.2439
H -0.7667 -2.4750 -3.1433
C -3.6358 1.7123 -9.6698
C -3.5978 0.1610 1.5675
C 0.2541 0.9018 -4.0943
H -5.1737 5.1002 -10.5874
C 3.3914 1.1963 6.1958
C 9.1214 1.8192 0.7093
F -2.0416 -1.8684 -0.9867
C -2.5510 -1.2364 3.1840
H -0.4692 -1.8605 1.0681
H -1.2239 3.3008 -5.9700
C -0.7948 2.3415 -5.7110
C 4.7642 1.2127 6.8234
H 3.0780 2.2135 5.9758
C -0.1526 -2.4611 -2.2542
H -4.2761 4.7237 -8.3160
C -4.2371 3.9326 -9.0523
C -3.0965 1.0045 3.7654
C -4.7995 -4.8703 2.0918
C -2.5631 -0.2239 4.1198
H 6.0361 -0.4536 7.3882
H -4.0008 0.3078 0.5741
H 1.9544 -2.3938 0.9840
C -0.7204 -2.1521 -1.0358
F 7.6620 -0.0081 3.4557
Cl 5.7239 2.6371 6.1012
C -4.6835 3.1275 -11.2721
H -0.1365 -0.7081 -7.0507
H 9.2130 -0.2192 1.4137
H -0.1720 -0.6631 6.4304
```

---

Record 6
Entry from the Open Molecules 2025 dataset: a gas-phase ion, C4H9N2 (charge +1) (the ωB97M-V functional and the def2-TZVPD basis).

Summary:
ΔE to the lowest compared entry with this formula, charge and spin: 279.6 kJ/mol
Net charge: +1
M: 85.13 g/mol
SMILES: [H]/N=C(/C)C(C)=[NH2+]
Electronic energy: -7265.2442 eV

Geometry as XYZ:
```
15
C4H9N2, DFT the ωB97M-V functional and the def2-TZVPD basis
H -0.0710 -1.9152 0.7499
C -0.4566 0.3315 -0.4630
N -1.7325 0.3317 -0.4044
H 0.6500 1.5000 -1.5859
N 0.9874 0.9366 1.8123
H -0.4229 0.5824 -2.5332
H 1.0833 -0.3955 -1.6524
C 0.4400 0.2060 0.9428
H -2.1639 0.3078 0.5066
C 0.3362 0.4926 -1.6666
H 0.8660 1.9242 1.6309
H 1.4158 -1.6087 0.5814
H -2.2794 0.3353 -1.2980
H 0.7439 -1.7222 2.2253
C 0.6037 -1.3066 1.1542
```